*1*
ORCA calculation (the ωB97M-V functional and the def2-TZVPD basis) on 9 unconnected molecules or ions with the total composition C33H54O27.

Atoms and positions in Å:
O: 2.10323 3.77009 0.47628
O: 5.73923 1.36409 5.30128
O: 0.64723 1.66909 -4.42972
O: -3.28877 2.55009 2.89128
O: -1.43277 -1.42191 1.83028
O: 0.62223 -1.38891 3.11228
O: 0.41023 3.98809 -3.83372
O: 0.00323 4.52509 -0.07472
O: 0.72723 -0.95591 0.89428
O: 2.71723 -5.24891 1.98728
O: 1.73723 -2.26891 -5.67972
O: -2.55877 -1.82391 -2.53272
O: 4.99723 -0.78391 5.47128
O: -3.93077 3.26509 -1.52672
O: -1.67877 3.97309 2.46428
O: -3.72677 4.76109 2.75228
O: -4.70777 2.42709 0.27328
O: -3.22477 -4.02291 -1.79972
O: -2.50177 2.23509 -0.17072
O: -3.86477 -2.39491 -0.47772
O: -1.09377 2.42309 -3.09072
O: 1.77523 -0.76291 -7.28972
O: 2.76323 -3.21191 2.66928
O: 1.63923 -4.74091 3.79828
O: -0.15077 -1.59291 -6.64672
O: 3.90023 0.67709 4.32228
O: 0.89123 2.66209 -0.96772
C: 1.47923 4.18809 -4.74872
C: -2.93777 3.84509 2.71428
C: 2.86223 2.65209 0.15828
C: 1.13523 -1.54291 -6.63872
C: 0.10623 2.88409 3.71128
C: 4.33323 -2.14891 1.05228
C: -3.92277 -1.08091 -0.16072
C: -3.61577 2.59009 -0.47172
C: 3.34123 -4.58991 0.92828
C: -0.96277 2.76909 2.66328
C: 3.13423 -3.11891 1.30028
C: 3.04023 -0.45491 4.34328
C: 0.77023 -2.90091 -4.94672
C: -5.78177 2.57609 -2.94672
C: -5.31077 3.41309 -1.69572
C: -2.11177 1.79309 2.98628
C: -3.25777 -2.71291 -1.58972
C: 2.77723 1.76509 1.39328
C: -2.56177 -4.47291 -2.93672
C: 0.92223 3.69609 -0.17172
C: 2.15123 2.09209 -1.05172
C: 2.35523 -4.40291 2.88528
C: 4.97223 0.48209 5.03128
C: -1.70777 1.08609 -3.03372
C: -0.02177 -1.21191 1.94428
C: 3.89923 -1.51091 4.95728
C: 0.00323 2.71009 -3.76572
C: 0.09923 -0.65191 -0.34672
C: 3.18223 -2.44891 5.92528
C: -5.81377 2.94809 -0.28972
C: -0.24477 -1.66091 4.23128
C: -0.55377 -2.51391 -5.63972
C: 0.78723 -2.37691 -3.48172
H: -2.71777 1.14109 -2.58472
H: -0.17677 -2.63991 -2.94772
H: -5.50977 1.52609 -2.78872
H: 2.28023 -2.81191 0.73728
H: 4.34523 -2.19991 4.19828
H: 3.88223 2.75809 -0.11172
H: -5.32077 2.89709 -3.87272
H: -1.06077 -3.39391 -6.04472
H: 2.92923 -4.73891 -0.08572
H: 4.41923 -4.79591 0.81828
H: 0.24523 -2.18891 5.00628
H: 2.05623 -0.26791 4.81428
H: 0.63823 2.01309 3.90728
H: 3.08223 2.28209 2.30328
H: 4.56923 -2.26991 -0.02572
H: -0.25677 3.18509 4.65728
H: 0.79423 -0.58391 -1.19872
H: -6.58477 2.21509 -0.36472
H: 2.43723 -3.03991 5.36628
H: -2.00177 1.35609 3.97928
H: 3.95623 -1.13891 1.28028
H: -0.35077 2.56509 1.79728
H: 3.83623 -3.17991 6.41328
H: -1.04477 0.34109 -2.60972
H: 1.81923 5.22709 -4.78772
H: -2.94677 -0.64191 -0.10072
H: -0.64577 -0.71491 4.62528
H: -6.87877 2.60509 -3.02772
H: 1.71723 1.64009 1.59528
H: -6.18077 3.76609 0.33728
H: -2.91577 -5.43791 -3.16172
H: 0.79723 3.60209 3.49228
H: -0.75577 -1.23891 -0.66272
H: 0.86323 -1.32591 -3.50272
H: 0.93223 -3.98391 -4.94572
H: -2.14377 0.91509 2.36328
H: -2.73177 -3.86891 -3.82972
H: 2.19223 0.97609 -1.05372
H: 2.34023 3.64109 -4.38672
H: -4.44577 -0.44591 -0.94272
H: -1.47377 -4.55491 -2.78272
H: 2.60023 -1.96591 6.66928
H: 1.21323 3.92209 -5.76072
H: 3.22723 0.85509 1.08728
H: -0.99577 -2.36391 4.07728
H: -1.69477 0.67409 -4.00972
H: -4.42177 -0.82591 0.78528
H: -1.33277 -1.97891 -4.92872
H: 1.58023 -2.79191 -2.90772
H: -0.34777 0.40009 -0.18972
H: 5.10023 -2.60391 1.72128
H: -5.62577 4.43009 -1.83872
H: 2.88723 -0.62791 3.32528
H: 2.76123 2.32709 -1.93572

- Total charge: 0
- Gap between HOMO and LUMO: 0.3568 hartree
- Structure (SMILES): C[C@H]1COC(=O)O1.C[C@H]1COC(=O)O1.C[C@H]1COC(=O)O1.C[C@H]1COC(=O)O1.C[C@H]1COC(=O)O1.C[C@H]1COC(=O)O1.COC(=O)OC.COC(=O)OC.COC(=O)OC

These are the Löwdin partial charges, in e, on atoms 1 to 99: 0.11 0.15 -0.07 0.08 -0.06 -0.02 0.01 0.14 -0.01 0.13 0.10 -0.12 0.11 0.12 0.13 0.14 0.08 0.03 0.16 0.06 0.01 0.15 0.09 0.15 0.12 0.08 0.09 -0.05 -0.59 -0.32 -0.61 0.00 0.02 -0.09 -0.58 -0.09 -0.28 -0.30 -0.09 -0.33 0.00 -0.25 -0.09 -0.35 0.00 -0.06 -0.54 -0.11 -0.66 -0.60 0.01 -0.38 -0.31 -0.44 -0.03 0.00 -0.11 -0.02 -0.08 -0.01 0.09 0.07 0.07 0.12 0.15 0.15 0.08 0.12 0.14 0.14 0.08 0.14 0.06 0.10 0.10 0.09 0.08 0.12 0.06 0.12 0.06 0.12 0.10 0.06 0.10 0.06 0.11 0.09 0.07 0.15 0.08 0.07 0.07 0.06 0.15 0.10 0.09 0.13 0.09

*2*
ORCA calculation (the ωB97M-V functional and the def2-TZVPD basis) on 9 unconnected molecules or ions with the total composition C33H54O27.

Atoms and positions in Å:
O: 3.41536 -4.57295 0.83815
O: -3.74433 -2.11410 -0.01286
O: -1.64505 2.75135 -6.07224
O: -0.10179 -1.51472 0.96451
O: -2.69093 1.22950 -4.47170
O: -3.70119 -2.37178 -2.22208
O: 3.10055 -4.32232 -1.31085
O: 3.95011 3.50668 5.69768
O: -1.79995 -0.25435 0.45221
O: -8.22912 2.35637 0.21676
O: 3.15611 -0.25133 1.62808
O: 2.23766 -2.14703 -4.25305
O: -6.39253 1.59790 -0.84689
O: -0.06354 2.87604 3.32463
O: -3.98682 2.78054 -5.40973
O: -1.06604 1.79421 5.00197
O: 3.19756 -1.09505 -2.54499
O: -2.24017 3.13569 3.61456
O: 5.01359 -5.35576 -0.50182
O: -3.20122 -4.01958 -0.99936
O: 1.32960 -0.00203 -3.65249
O: 3.85104 1.13480 5.23326
O: 1.88981 1.61802 1.28347
O: -6.08692 2.31625 1.13113
O: 4.14943 1.69854 1.97630
O: -0.53337 -1.13199 -1.19124
O: 5.78806 1.99173 5.65662
C: -1.10014 2.54081 4.02543
C: 2.45946 1.25997 5.24262
C: -0.76165 -0.98908 0.00130
C: -2.04438 -2.86644 -3.93312
C: -0.52484 3.36841 2.09608
C: -0.68043 -1.27672 2.26272
C: 3.93330 -4.77715 -0.35177
C: -5.09690 1.13286 -0.54990
C: -4.26101 1.28314 -1.86917
C: 2.97979 1.11013 1.56485
C: -1.43931 0.64055 -4.26507
C: -2.99791 -4.56812 -2.34979
C: 3.16801 -0.10802 -1.52414
C: 1.35634 -2.20388 -5.34994
C: -4.34908 3.60739 -6.46356
C: -2.75148 2.28877 -5.29897
C: -3.25799 -3.32585 -3.16014
C: 4.34986 -0.59365 2.27300
C: 4.53118 2.22843 5.52381
C: 5.08375 0.74120 2.31437
C: -3.54478 -2.77866 -0.95411
C: 2.13962 -3.99516 0.75044
C: 0.34402 -0.71731 3.17721
C: 1.97179 -3.71985 -0.72635
C: -1.95058 3.83620 2.41247
C: -4.77307 2.01446 0.65046
C: -2.03060 5.27481 2.91832
C: 2.30672 -1.04313 -3.52352
C: 5.16536 -1.75911 1.67719
C: 6.61566 3.10510 5.81784
C: -6.98834 2.08992 0.17124
C: 0.70283 -4.20046 -1.35891
C: -1.87905 -0.38861 1.92551
H: 2.21536 -0.17980 -0.98388
H: 5.93177 0.72436 1.65047
H: 6.07640 -1.98736 2.17891
H: 0.53703 -5.23935 -1.20545
H: 5.39288 -1.51264 0.62045
H: -2.09539 -5.17763 -2.55532
H: -1.17428 -2.67273 -3.26987
H: -0.88130 -2.28598 2.66392
H: 1.52728 -3.08217 -5.98150
H: -1.80676 0.54458 2.36755
H: 0.63845 0.28503 2.85298
H: -4.08381 3.21403 -7.43197
H: -0.07627 -0.69819 4.14508
H: -5.31655 0.11205 -0.29257
H: -4.16422 1.53841 1.34427
H: 4.04379 -0.30698 -0.85385
H: -1.85000 6.05643 2.13775
H: -1.24594 5.45683 3.61420
H: -2.54068 3.72614 1.48078
H: -3.79571 -5.23138 -2.69801
H: -4.38128 2.90132 0.23039
H: 1.45173 -4.78736 1.08340
H: -1.57949 -3.71741 -4.49868
H: -3.72184 4.39920 -6.32375
H: 1.98040 -3.13235 1.38308
H: 6.37933 3.77807 5.05487
H: 2.20112 1.73408 4.28683
H: -0.70847 1.32360 -3.91519
H: 2.17128 -2.64237 -0.94535
H: -2.93687 5.55579 3.39796
H: -4.15847 2.26535 -2.28692
H: -2.84167 -0.76013 2.14891
H: -5.40777 3.90702 -6.45877
H: 7.65256 2.80582 5.70387
H: -0.94430 0.18533 -5.12566
H: 1.25791 -1.25165 3.24161
H: 3.96371 -0.93624 3.31277
H: 3.22857 0.90206 -2.01224
H: 4.66158 -2.68230 1.79861
H: 0.74110 -3.88261 -2.41188
H: -4.73435 0.68138 -2.65381
H: 0.07621 4.13100 1.55487
H: -0.65664 2.54787 1.39813
H: 5.52154 0.80507 3.29485
H: -3.28235 0.87250 -1.73335
H: 6.52790 3.61860 6.79445
H: 1.48807 -1.33999 -6.06647
H: -4.06172 -3.49407 -3.88763
H: 0.37151 -2.06264 -4.97588
H: -1.56610 -0.13980 -3.54466
H: 2.13063 0.25415 5.18766
H: 2.05236 1.82839 6.02520
H: -0.23308 -3.76076 -0.93233
H: -2.24722 -2.03614 -4.56521

- Total charge: 0
- Gap between HOMO and LUMO: 0.3786 hartree
- Structure (SMILES): C[C@H]1COC(=O)O1.C[C@H]1COC(=O)O1.C[C@H]1COC(=O)O1.C[C@H]1COC(=O)O1.C[C@H]1COC(=O)O1.C[C@H]1COC(=O)O1.COC(=O)OC.COC(=O)OC.COC(=O)OC

These are the Löwdin partial charges, in e, on atoms 1 to 99: 0.07 0.19 -0.07 0.10 -0.01 0.10 0.10 -0.05 0.05 0.07 0.03 0.00 0.10 0.09 0.00 0.12 -0.01 0.09 0.11 0.10 -0.07 0.00 0.12 0.09 0.09 0.12 0.03 -0.59 -0.03 -0.59 -0.03 -0.10 -0.25 -0.54 -0.26 0.02 -0.46 -0.08 -0.04 -0.03 -0.04 -0.05 -0.37 -0.33 -0.32 -0.46 -0.13 -0.63 -0.09 -0.02 -0.33 -0.30 -0.06 -0.02 -0.39 0.01 -0.04 -0.56 -0.01 -0.01 0.09 0.13 0.09 0.08 0.10 0.14 0.07 0.17 0.10 0.09 0.08 0.10 0.09 0.15 0.11 0.10 0.10 0.08 0.15 0.13 0.12 0.14 0.11 0.06 0.12 0.08 0.10 0.08 0.15 0.08 0.08 0.12 0.11 0.10 0.10 0.07 0.17 0.12 0.06

It is *2* that is the most stable of them.

*1*
ORCA calculation (the ωB97M-V functional and the def2-TZVPD basis) on a gas-phase ion, C3H7N3O (charge +2).

Atoms and positions in Å:
O: 3.00619 -0.80669 0.79275
N: 1.28337 -0.43734 -0.36811
N: 1.87656 -0.46789 0.81261
N: -0.22326 -0.10412 -0.61679
C: -1.19823 0.17782 -1.18627
C: 1.18255 -0.07179 1.97877
C: -2.43164 0.49896 -1.67937
H: -3.18309 0.61386 -0.87975
H: 0.09798 -0.12636 1.87953
H: -2.79892 -0.28839 -2.36165
H: 1.47514 0.95780 2.24674
H: 1.78135 -0.72382 -1.21816
H: -2.39518 1.45337 -2.23330
H: 1.52719 -0.67540 2.83299

- Total charge: +2
- Gap between HOMO and LUMO: 0.4001 hartree
- Structure (SMILES): CC#[N+]N[N+](C)=O

Per-atom Löwdin charges, elementary charge units: 0.31 0.24 -0.23 0.32 0.05 0.10 0.06 0.16 0.12 0.16 0.17 0.22 0.16 0.16

*2*
ORCA calculation (the ωB97M-V functional and the def2-TZVPD basis) on 2 unconnected molecules or ions with the total composition C3H7N3O.

Atoms and positions in Å:
O: 1.13026 -2.41204 -1.45036
N: 1.23925 -1.08073 -1.37511
N: -0.39864 0.43768 0.47536
N: -0.85373 -1.82658 0.10268
C: -0.28334 2.88349 1.22312
C: -0.24030 -0.74295 -0.06161
C: -0.34324 1.52677 0.92353
H: 0.61455 3.36890 0.86403
H: -0.48148 -2.59636 -0.63469
H: 1.25043 -2.78214 -2.34075
H: -0.29191 2.62352 2.37910
H: 1.06413 -0.55777 -2.24624
H: -1.17851 -2.32431 0.93750
H: -1.22748 3.48252 1.20344

- Total charge: +2
- Gap between HOMO and LUMO (spin up / spin down): 0.2904 / 0.2902 hartree

Per-atom Löwdin charges, elementary charge units: -0.03 0.13 0.29 0.27 0.09 -0.09 0.12 0.14 0.20 0.17 0.20 0.14 0.19 0.17

It is *2* that is the most stable of them.

*1*
ORCA calculation (the ωB97M-V functional and the def2-TZVPD basis) on a molecular structure, IO4S2.

Atoms and positions in Å:
I: -3.32020 -0.19159 0.14661
S: 1.00071 0.24472 -0.07874
S: -1.03732 -0.89233 -0.04044
O: 1.08916 -1.22842 0.05758
O: 0.65460 0.64456 -1.40504
O: -0.41608 0.43593 0.74481
O: 2.02913 0.98713 0.57522

- Total charge: -1
- Gap between HOMO and LUMO: 0.2732 hartree

Per-atom Löwdin charges, elementary charge units: 0.25 0.26 0.30 -0.47 -0.36 -0.68 -0.30

*2*
ORCA calculation (the ωB97M-V functional and the def2-TZVPD basis) on a gas-phase ion, IO4S2 (charge -1).

Atoms and positions in Å:
I: -2.25343 -1.08985 -2.33905
S: 0.89327 0.64047 0.55259
S: -1.56344 -1.39759 -0.17071
O: -0.16116 1.48838 -0.07241
O: 0.67456 0.46017 1.99465
O: 2.35342 0.95133 0.19500
O: 0.05678 -1.05290 -0.16006

- Total charge: -1
- Gap between HOMO and LUMO: 0.2683 hartree
- Structure (SMILES): O=S(=O)([O-])OSI

Per-atom Löwdin charges, elementary charge units: 0.31 0.59 0.13 -0.41 -0.37 -0.38 -0.87

It is *1* that is the most stable of them.

*1*
ORCA calculation (the ωB97M-V functional and the def2-TZVPD basis) on a single C5H7IO molecule.

Atoms and positions in Å:
I: -3.44113 -0.23474 -0.17450
O: -1.19756 2.10902 0.08958
C: -0.05406 1.67496 -0.15778
C: -0.53094 -0.65014 0.83186
C: 1.71087 -0.04629 -0.50521
C: 0.49353 0.44541 0.17975
C: -1.61950 -1.19004 -0.00483
H: 2.61761 0.36129 -0.11953
H: -1.52748 -2.12360 -0.60372
H: -1.00287 -0.03426 1.71229
H: 1.79504 -0.02749 -1.57426
H: 0.11551 -1.41578 1.29946
H: 0.71229 2.17011 -0.73311
H: 1.92869 -1.03844 -0.24000

- Total charge: 0
- Gap between HOMO and LUMO (spin up / spin down): 0.2354 / 0.3216 hartree

Per-atom Löwdin charges, elementary charge units: 0.87 -0.03 -0.29 -0.29 -0.06 -0.15 -0.64 0.08 0.03 0.13 0.09 0.10 0.11 0.06

*2*
ORCA calculation (the ωB97M-V functional and the def2-TZVPD basis) on 2 unconnected molecules or ions with the total composition C5H7IO.

Atoms and positions in Å:
I: 0.69528 1.40818 2.73773
O: -0.86723 -1.83790 0.21275
C: 2.52711 0.03240 0.56847
C: -0.88242 0.07798 -1.52230
C: -0.68805 -0.60886 -0.25068
C: -1.57201 0.60762 -0.31904
C: 1.33352 0.22068 1.03607
H: -1.28918 1.55543 0.23572
H: 2.55697 -0.35379 -0.45554
H: -2.63091 0.47935 -0.36179
H: -1.55647 -0.57778 -2.07351
H: 3.57884 0.10232 1.13586
H: -0.22313 0.64299 -2.15172
H: -0.98232 -1.74862 1.20797

- Total charge: 0
- Gap between HOMO and LUMO (spin up / spin down): 0.2809 / 0.2808 hartree

Per-atom Löwdin charges, elementary charge units: 0.62 0.06 -0.22 -0.09 -0.31 -0.11 -0.66 0.09 0.04 0.09 0.12 0.10 0.11 0.16

It is *1* that is the most stable of them.